1.
53
Properties=species:S:1:pos:R:3 method="wB97M-V/def2-TZVPD" relative_energy_kcal_mol=58.3 smiles="C=CCc1ccc(Oc2ccccc2)c(O)c1.CNC(=O)[C@H](C)NC(C)=O" fmax_ev_per_a=2.92 homo_lumo_gap_ev=9.27
H 4.24580 0.14727 -0.20664
C 2.28641 -0.31707 -1.01420
O -3.67733 1.15002 2.74442
H -1.68662 4.87455 -2.14688
H 1.34230 0.22550 -1.08193
H 1.87867 -3.21417 1.89313
C 3.25844 0.60730 -0.26437
C 0.01165 2.35892 1.24397
C -0.95971 5.23773 -0.16073
H 0.32593 4.99735 1.52096
C 3.99939 -1.88366 -4.13420
C 2.83902 -2.51161 0.11970
C 2.71291 -0.54406 -2.48432
H -4.82316 -3.61640 -0.94138
H 4.28420 -2.93531 -4.18748
C -1.54811 4.47489 -1.14681
C -4.17781 -3.01363 -0.30822
O 2.26405 0.20370 -3.34915
H 4.86194 -1.26384 -4.38432
H 0.54744 0.27032 1.31238
C -1.47021 0.57466 1.97032
O -1.67394 -0.76567 2.19676
H 3.01502 -4.36630 1.15424
C -2.87499 -2.74824 1.71431
O 4.01338 -2.56341 -0.21823
C -2.98457 -0.94814 0.11128
H 1.06609 -1.61476 0.13172
C -0.71518 4.78190 1.26121
H -2.50838 -3.15087 2.65328
H 3.34244 1.55480 -0.79869
H -3.68681 0.18145 2.83285
C -0.22991 1.00264 1.48848
C -2.46477 1.53150 2.24127
H -1.89586 3.46076 -0.97346
H -3.98360 -4.53238 1.21041
H 3.20832 -1.69156 -4.86227
N 3.53275 -1.55763 -2.78694
C -3.70560 -3.52840 0.90170
C -0.98172 3.31310 1.50071
H 0.97714 2.67716 0.86145
H 3.89809 -2.09738 -2.00873
H 2.89475 0.80164 0.74439
H -1.34222 5.37714 1.93223
N 2.01132 -1.51674 -0.20067
H -4.18758 -1.32068 -1.64300
C -3.81866 -1.72253 -0.70310
H -2.71678 0.04825 -0.22622
H 1.42466 -4.08716 0.40624
H -3.00264 3.60447 2.21374
H -0.64661 6.24486 -0.42197
C -2.50492 -1.45168 1.33782
C -2.21861 2.88444 2.00241
C 2.24420 -3.62306 0.95254

=====

2.
66
Properties=species:S:1:pos:R:3 method="wB97M-V/def2-TZVPD" relative_energy_kcal_mol=24.3 fmax_ev_per_a=0.30 homo_lumo_gap_ev=6.55
H 5.07195 1.51250 0.14719
H -1.53625 0.58457 4.51041
C -3.00255 0.62357 -4.34835
C 1.00579 2.69747 1.29611
N -2.23870 -3.28601 2.46973
O 0.85324 -3.07099 0.05527
N -0.07810 2.07546 2.03490
H 1.35957 2.90269 -2.81558
H -2.38547 -3.91736 4.51737
H -3.96498 2.09559 -0.19685
C 2.04758 -3.50260 -0.03957
C 4.27476 1.82602 -0.51237
C 2.17961 2.60530 -2.17502
C -0.01201 1.65504 3.34334
C -3.38388 2.99079 -4.19532
S -2.34790 -1.95666 0.11366
H -2.84721 -0.42009 -2.48249
Cl -3.64943 4.33042 -1.87592
C -3.19022 1.85305 -4.96279
C 3.99821 3.17196 -0.70570
C -3.38331 2.88585 -2.81403
O 2.39407 -4.66831 0.16803
B -3.34417 0.25757 2.49268
H 2.73503 4.61399 -1.66704
H -1.49192 -5.20934 2.63422
C -3.19262 1.66547 -2.17223
H 0.85275 1.84032 3.95413
C -1.18259 1.04534 3.60664
C -2.97109 -1.85689 3.95441
O 4.93754 -4.89030 -0.25163
H -3.53976 3.95655 -4.65551
H 1.87330 0.49835 -2.51127
C 4.48099 -2.56614 -0.64011
H 0.65099 3.58298 0.77160
C -2.50887 -2.13572 1.82084
H 1.77458 2.99015 2.00577
H -0.80265 -4.25703 1.29592
C -1.71011 -4.49315 1.84624
S -1.55263 2.16825 -0.13586
H -3.31756 -1.33885 4.83056
C 2.46170 1.25714 -2.01041
C 3.08123 -2.48749 -0.43000
C -3.00351 0.53636 -2.96612
C 5.44289 -3.70605 -0.53720
C 3.50346 0.88327 -1.17387
H -3.19052 1.93170 -6.04198
C -2.52115 -3.12257 3.80627
Bi 0.11838 -0.95678 -0.27679
H -2.44647 -4.91079 1.16251
H -3.93409 0.61907 3.47886
C -3.17230 1.52678 -0.67662
O 6.62237 -3.52859 -0.71340
C 4.83041 -1.27016 -0.97318
Cl 6.32322 -0.60082 -1.41592
N 3.70873 -0.50985 -0.94162
H -3.23674 0.48116 -0.39502
H -2.85271 -0.26778 -4.94245
H 4.59948 3.91670 -0.20080
N -2.96199 -1.24346 2.71921
N 2.64711 -1.25946 -0.61947
H 1.42241 1.98753 0.57883
C 2.95000 3.56235 -1.52859
H -3.96157 0.41519 1.48917
C -1.26340 1.68069 1.52024
N -1.96882 1.06692 2.46943
H 3.94587 -4.86086 -0.09244

=====

3.
49
Properties=species:S:1:pos:R:3 method="wB97M-V/def2-TZVPD" multiplicity=4 s_squared=4.16 total_charge=+1 fmax_ev_per_a=2.65 homo_lumo_gap_ev="6.52 / 7.10"
C 1.47367 0.46998 1.79351
C -1.34747 0.01271 -2.71710
H 3.25953 2.93821 3.37324
C -0.79340 -2.80663 0.12005
C -1.24804 -1.78365 2.26593
H -0.43967 -2.72115 -0.91710
H 1.47670 2.64076 1.66470
H -4.21760 3.30998 0.96413
C 1.14172 -1.36623 -3.91333
H 2.00877 -2.04689 -4.02202
H -2.00162 -3.12411 3.79906
H -2.63438 0.35144 -4.39372
C 0.41228 -1.09586 -5.05552
C -1.18938 -4.05842 0.62144
Sb 0.02552 0.19658 0.14098
H 0.80991 -1.46800 -6.00461
C -1.64650 -4.16620 1.93734
C -2.45087 2.08847 0.68988
H 4.20753 0.93913 4.52123
H -1.25258 -0.92901 2.94067
C 2.90057 1.93155 3.12284
C -1.27635 4.41010 -0.34583
C -0.80594 -1.67128 0.93792
C -3.18169 3.28555 0.62188
C 1.98842 -0.63974 2.47647
H -1.26603 -0.39945 -6.14021
C 3.43411 0.81228 3.76996
H -1.12674 -4.94532 -0.00803
H -0.81525 5.30652 -0.75422
C -0.54217 3.21349 -0.29008
H -1.96543 -5.12989 2.33128
H -2.93174 1.19416 1.09129
Tc 0.61997 -0.16830 -2.39775
H 2.61425 -2.05909 -0.51038
P 2.60481 -1.04087 -1.51125
H 3.37220 -1.34643 3.99490
C -1.12754 2.05524 0.23275
H 3.41931 -0.03681 -0.91781
H -3.16517 5.37267 0.05475
C -0.83327 -0.45876 -5.13528
H -2.18468 0.27015 -2.03899
H 1.63546 -1.65082 2.25977
C -2.59452 4.44855 0.11581
C 1.90640 1.76011 2.14458
H 0.47889 3.19420 -0.67760
C -1.63926 0.00518 -4.07787
H 3.58546 -1.59017 -2.38434
C -1.67058 -3.02971 2.75788
C 2.97239 -0.47423 3.46876

=====

4.
8
Properties=species:S:1:pos:R:3 method="wB97M-V/def2-TZVPD" relative_energy_kcal_mol=87.4 smiles="C=CON=O" fmax_ev_per_a=2.16 homo_lumo_gap_ev=9.56
H -1.23568 0.91489 -1.42928
C 0.15390 0.38892 0.05618
C -0.47800 1.24492 -0.74198
N 0.63111 -1.72477 1.02092
O -0.08711 -0.95184 0.06220
H -0.23658 2.28796 -0.70280
O 0.34502 -2.86825 0.96799
H 0.90734 0.70817 0.76676

=====

5.
9
Properties=species:S:1:pos:R:3 method="wB97M-V/def2-TZVPD" relative_energy_kcal_mol=41.3 fmax_ev_per_a=1.68 homo_lumo_gap_ev=11.13
O -2.01393 0.61046 0.25718
H 2.66509 0.55530 -0.71343
N 1.71098 0.36862 -0.47262
C 1.02148 1.32597 -0.81716
H -1.06580 -1.10005 0.39000
H -2.81951 -0.95043 1.08992
H 0.04428 1.38439 -0.40236
C -1.98278 -0.54630 0.57194
Cl 1.54238 2.53162 -1.99933

=====

6.
9
Properties=species:S:1:pos:R:3 method="wB97M-V/def2-TZVPD" relative_energy_kcal_mol=108.5 smiles="C1=N[C@]23CC2=C13" fmax_ev_per_a=2.35 homo_lumo_gap_ev=8.74
C 0.20962 0.58158 0.54301
C 0.53275 -0.95546 0.38776
C -0.70788 -0.94449 0.03496
H 1.61642 0.26881 -1.01172
H 2.40813 0.04883 0.68005
N -0.98679 1.02423 0.06844
C 1.49483 0.14175 0.03268
C -1.73148 -0.08649 -0.21201
H -2.83561 -0.07876 -0.52318

=====

7.
22
Properties=species:S:1:pos:R:3 method="wB97M-V/def2-TZVPD" relative_energy_kcal_mol=41.8 smiles="C[C@@H]1C[C@H]1C(F)=[N+](C)C" total_charge=+1 fmax_ev_per_a=3.14 homo_lumo_gap_ev=10.83
C -3.00813 0.82289 0.03233
F -0.89148 0.98355 -1.51726
H -3.52196 1.37591 0.78149
H 0.93578 -0.34159 0.86332
N -1.65252 0.61480 0.54913
H 1.16162 0.06811 -2.26275
H 2.74395 0.97440 0.12745
H 3.58315 -1.19867 -0.95912
C -1.67679 0.40356 2.02286
C 1.87783 1.13862 -0.49626
H -2.09795 -0.62135 2.29629
C -0.65330 0.54363 -0.28331
H 1.87105 2.12968 -0.79230
C 1.68142 -0.04675 -1.35819
H 2.91355 -1.55356 -2.50200
H -2.73650 1.35897 -0.90084
C 0.76325 0.10273 -0.12908
C 2.59863 -1.28958 -1.49495
H -2.27066 1.23429 2.39503
H 1.97591 -2.11290 -1.06370
H -0.58269 0.48651 2.43782
H -3.63786 -0.13139 -0.28302

=====

8.
22
Properties=species:S:1:pos:R:3 method="wB97M-V/def2-TZVPD" relative_energy_kcal_mol=33.1 smiles="C=CC(=C)C.CNC=O" fmax_ev_per_a=2.10 homo_lumo_gap_ev=9.55
H 1.18293 3.41035 -0.16481
O -0.38102 1.47847 2.31036
H -1.88946 1.17969 0.98285
H -1.65558 -2.31510 2.07030
C 1.15709 2.35408 0.10990
H -0.60956 1.60074 -0.86815
H 1.79663 1.78720 -0.56908
C -0.58021 -0.53741 -1.94346
H 0.13145 -2.09078 1.77146
H 1.50515 -0.73413 0.42180
C -0.17263 -1.16981 -0.82848
H -1.62046 -0.53205 -2.22860
C -1.14760 -1.61888 0.15426
C 1.28143 -1.28692 -0.48874
H 1.54168 -2.33154 -0.31988
H 0.11665 -0.28924 -2.72872
C -0.87182 -2.04159 1.38425
H 1.54297 2.23878 1.12495
H 1.89972 -0.90145 -1.29565
N -0.19626 1.84857 0.07242
H -2.18164 -1.54366 -0.16129
C -0.84946 1.49470 1.19430

=====

9.
16
Properties=species:S:1:pos:R:3 method="wB97M-V/def2-TZVPD" relative_energy_kcal_mol=55.2 smiles="CC(=O)Nc1ccco1" fmax_ev_per_a=6.16 homo_lumo_gap_ev=9.27
O 1.04394 -0.76188 -0.65675
H 3.76242 0.33118 0.93336
H 1.28050 1.99271 1.06848
C -1.81964 -0.12817 0.18932
H -3.84946 -0.44214 0.42262
O -1.53928 -0.94098 1.07780
C 1.50188 1.05213 0.51986
H -3.47157 1.11597 -0.27596
N -0.80702 0.64033 -0.41933
H 3.01086 -1.66081 -0.83861
C 2.35896 -0.71414 -0.38753
H -1.09119 1.38547 -1.30970
H -3.26847 0.18881 -1.40440
C 0.54926 0.35079 -0.19457
C -3.13350 0.16748 -0.32913
C 2.74949 0.31016 0.36391

=====

10.
77
Properties=species:S:1:pos:R:3 method="wB97M-V/def2-TZVPD" multiplicity=4 s_squared=3.82 relative_energy_kcal_mol=17.9 total_charge=-1 fmax_ev_per_a=1.14 homo_lumo_gap_ev="6.01 / 6.92"
C 1.68975 -4.18025 -2.02400
C 2.33308 -2.97694 -2.28863
H 1.39271 1.05135 -3.44206
H 1.98250 4.00563 0.47225
C 0.71805 1.50266 -1.44732
H 3.34208 -2.98307 -2.68378
O -0.15785 0.20933 1.78192
C -0.23368 -2.96416 -1.24012
N -0.56060 2.56752 4.40603
H -3.80942 -0.34649 0.69302
C -4.49003 1.46876 -0.22086
C -2.10802 -1.03135 -5.42465
C -1.38870 1.28384 -4.09159
H 0.29524 2.22529 0.53485
C 2.65607 3.52402 -1.51101
C 2.48699 2.68513 -2.60461
C -1.68055 -1.08847 -4.10380
C -2.17512 0.18813 -6.08464
H -1.10870 2.20288 -3.58749
H -2.50561 0.23417 -7.11501
C -0.29378 1.56073 5.17367
H -1.86104 2.30699 -5.91512
H 3.40763 4.30384 -1.53626
C 1.52303 1.68608 -2.57186
C 0.39271 -1.75281 -1.53464
H -3.32488 4.52560 0.65795
H 1.96125 -0.53947 3.53377
C 1.68921 -1.77315 -2.04175
C -1.81384 1.34784 -5.41315
C 2.54933 -2.24829 2.34659
H -1.62492 -2.05488 -3.61345
H 3.10439 2.80732 -3.48657
H 5.23180 -1.80477 0.27810
O -2.92266 -2.71991 1.07353
H -2.38606 -1.94444 -5.93722
C 3.63728 -1.61393 1.68934
N 0.55803 1.77920 6.24098
C -1.71983 4.60603 2.88414
H -0.09058 -5.10350 -1.25297
H 0.46845 1.12261 6.99737
H 2.19953 -5.11666 -2.21696
Sb -0.80768 0.00249 -1.31402
O -3.14259 -1.25382 2.99614
H -2.58118 5.19513 2.57388
H -0.83930 4.98822 2.35837
H 0.94070 -2.06461 3.76879
C -1.30812 0.06530 -3.41689
C -4.32338 2.86791 -0.24006
H -1.22724 -2.97744 -0.80264
H -1.54688 4.75573 3.94778
H 0.61876 2.74548 6.52204
N -2.87583 1.28448 1.53215
C 1.85807 3.35893 -0.38787
C 2.26445 -3.60009 2.01158
H 3.84591 -0.57421 1.90777
C 4.90688 -4.33951 -0.47834
H 2.81126 -5.30469 0.84627
H -4.86702 3.47573 -0.95231
V -1.45246 0.33821 2.67350
C -3.74368 0.73400 0.66083
C 4.12253 -3.63667 0.48957
C 0.41037 -4.17224 -1.48860
H 2.20793 -0.84415 -2.25219
C 0.89647 2.35546 -0.35690
H 1.41197 -4.08271 2.47363
C -2.75950 2.65570 1.57695
S -0.89871 -0.06141 4.95665
C 4.40916 -2.29518 0.78157
C -1.92635 3.15367 2.60633
C 3.03882 -4.27967 1.10621
H -5.16312 0.96547 -0.89937
C -3.46885 3.45448 0.65078
Cl -2.23109 -2.23474 2.26974
N 5.53302 -4.90290 -1.26461
N -1.34783 2.20419 3.33582
C 1.77697 -1.57574 3.29038
O -1.90571 -3.35316 3.14306

=====

11.
23
Properties=species:S:1:pos:R:3 method="wB97M-V/def2-TZVPD" relative_energy_kcal_mol=108.3 fmax_ev_per_a=4.02 homo_lumo_gap_ev=9.54
H -2.72128 0.43176 0.66230
O 0.71893 0.91364 0.87031
H -0.98832 -1.72982 0.34917
N 1.52300 2.00079 0.49309
H 2.44153 1.65111 0.22115
H 2.09178 -1.29511 0.26547
C -1.72511 0.61355 1.08073
C 0.16376 -1.59695 -1.46850
H -0.69210 -1.70395 -2.14407
H 0.90233 -0.95106 -1.94842
H -0.98336 2.25680 -0.91731
H -1.60373 -0.03120 1.95434
H 1.68823 2.54888 1.33505
C 1.27002 -1.37139 0.97325
H 0.61433 -2.58938 -1.36246
H -1.67744 1.65226 1.42275
H -0.02352 1.14206 -1.89194
C -0.64067 0.35412 0.04198
C -0.86048 1.20579 -1.19444
H 1.50158 -0.92429 1.93659
H -1.76558 0.89640 -1.72894
H 1.03093 -2.41542 1.16660
C -0.26483 -1.05858 -0.11670

=====

12.
71
Properties=species:S:1:pos:R:3 method="wB97M-V/def2-TZVPD" relative_energy_kcal_mol=20.4 fmax_ev_per_a=4.94 homo_lumo_gap_ev=9.63
F 18.21536 16.68446 23.29279
Br 13.60927 13.14196 23.72571
C 14.25619 17.09681 28.43247
Br 18.69855 10.84993 27.06728
H 22.81686 16.25823 23.46718
C 9.37617 18.55361 32.46807
H 10.61426 16.35028 29.88197
H 16.53277 10.26732 28.21770
Br 11.20234 13.91535 30.23891
F 8.78847 17.29515 34.43344
O 16.49159 15.98938 28.22382
O 20.67997 15.59449 21.45057
C 19.11519 11.82366 21.78192
Br 8.32522 15.51399 29.61191
H 11.85858 18.76831 29.19361
C 20.26019 16.28352 22.37889
H 21.02254 8.49663 21.18171
F 18.28035 16.76793 21.07224
H 19.46813 10.53440 19.49881
F 10.69082 16.82938 33.63393
H 19.40937 8.07546 20.43878
F 15.04362 18.14693 28.75338
C 17.35292 14.94767 27.90638
O 8.76980 19.51339 32.90321
C 18.96703 17.02827 22.21918
C 17.67319 14.80314 26.42075
F 19.14564 13.05681 23.74555
O 10.04583 18.52405 31.31057
C 10.30455 15.44038 29.36789
H 10.99754 20.05384 28.37364
H 22.15122 16.51037 25.79442
F 13.43422 16.70033 29.44882
C 20.01755 10.11481 20.34153
H 10.31202 18.45474 28.51583
C 21.97881 15.66623 23.83501
C 10.13188 19.58537 30.35120
O 19.26646 10.47759 21.46806
C 13.61130 12.52647 25.53441
C 20.32676 8.65859 20.35845
C 15.11871 15.89873 28.08262
H 16.82039 14.39825 25.87588
O 19.50350 12.64214 20.98932
Br 10.89445 15.34165 27.49796
H 18.25310 15.19860 28.46747
H 9.09895 19.72631 30.03291
F 13.49395 17.42669 27.33540
H 13.57493 13.47099 26.07725
F 8.80762 16.24778 32.55316
H 22.00733 14.69017 23.35067
F 17.28214 12.73605 22.69571
H 20.96479 10.65002 20.40773
C 18.38884 12.15901 23.06765
C 17.55719 10.32638 28.58537
C 22.22720 15.50987 25.36859
H 23.21154 15.12710 25.63814
H 17.83282 15.80270 26.01639
Br 17.58337 11.76384 29.92025
H 21.44137 14.95178 25.87760
C 9.41325 17.22648 33.25386
H 10.44325 20.53112 30.79471
H 16.97859 14.00810 28.31282
Br 12.02657 11.44754 25.91148
F 18.20492 11.04614 23.83433
Br 15.32645 11.58716 25.80992
O 20.80315 16.45590 23.55654
F 19.22353 18.26857 22.40635
H 18.54386 14.19308 26.18023
O 14.60598 14.92467 27.54592
Br 18.06643 8.49548 29.24605
H 20.81951 8.42572 19.41448
C 10.87355 19.21509 29.05864